ORCA calculation (the ωB97M-V functional and the def2-TZVPD basis) on a cluster of 11 separate species, C33H51F8O36P3 in total in a non-equilibrium geometry.

Output
- Lowest unoccupied orbital energy: -0.001 hartree
- Frontier orbital gap: 10.40 eV
- Charge: 0
- HOMO: -0.3834 Eh
- Structure (SMILES): O=C1OC[C@@H](F)O1.O=C1OC[C@@H](F)O1.O=C1OC[C@@H](F)O1.O=C1OC[C@@H](F)O1.O=C1OC[C@@H](F)O1.O=C1OC[C@@H](F)O1.O=C1OC[C@@H](F)O1.O=C1OC[C@@H](F)O1.COP(=O)(OC)OC.COP(=O)(OC)OC.COP(=O)(OC)OC

Geometry as XYZ:
```
131
C33H51F8O36P3 (the ωB97M-V functional and the def2-TZVPD basis)
C -10.88815 -9.51902 5.64535
C -11.81930 -10.75101 5.56156
O -11.75893 -10.91380 4.18595
C -11.49541 -9.76210 3.60440
O -11.54373 -9.49693 2.35160
O -11.03100 -8.84299 4.51937
F -13.04967 -10.40695 5.89799
H -9.86448 -9.89346 5.64620
H -11.08979 -8.85083 6.48258
H -11.47478 -11.54594 6.22301
C -20.78290 -7.08423 9.42965
C -19.99326 -7.37141 10.67286
O -20.73282 -8.54803 11.15792
C -21.51937 -9.02816 10.23628
O -22.17123 -10.09331 10.37525
O -21.37440 -8.28491 9.10577
F -20.29967 -6.30451 11.31002
H -20.16442 -6.93861 8.54399
H -21.33682 -6.15064 9.52798
H -18.91780 -7.48840 10.53941
C -16.72027 -17.54376 12.57932
C -18.09542 -17.63753 12.03360
O -17.87531 -17.69282 10.62243
C -16.66507 -17.33828 10.32390
O -16.21710 -16.87096 9.25844
O -15.89073 -17.32659 11.43693
F -18.82473 -16.49664 12.32813
H -16.65104 -18.53140 13.03524
H -16.72804 -16.59862 13.12222
H -18.73951 -18.48002 12.28551
C -12.89777 -13.55749 17.64895
C -12.66664 -13.72182 16.11576
O -11.79681 -12.71185 15.84626
C -11.77026 -11.76946 16.79935
O -10.98917 -10.82002 16.76230
O -12.67369 -12.13825 17.76721
F -13.82333 -13.66682 15.40834
H -12.07360 -14.09558 18.11726
H -13.83279 -13.94611 18.05245
H -12.22793 -14.69491 15.89498
C -12.61964 -16.36630 12.14066
C -12.55149 -17.76771 11.63190
O -12.79794 -18.47827 12.80136
C -13.31924 -17.77983 13.80616
O -13.70562 -18.22164 14.87634
O -13.26617 -16.47705 13.44299
F -11.35500 -17.92938 11.10180
H -13.36149 -15.74224 11.64236
H -11.68483 -15.80579 12.14921
H -13.30928 -17.92770 10.86492
C -17.70766 -13.22265 9.83899
C -16.81596 -12.76150 11.03305
O -15.55603 -13.05025 10.44791
C -15.68500 -12.83164 9.12298
O -14.75537 -12.54548 8.40716
O -16.93624 -13.07651 8.76092
F -17.15986 -13.52239 12.03356
H -18.49234 -12.46703 9.80132
H -18.09654 -14.21651 10.06060
H -16.81277 -11.70674 11.30798
C -12.22536 -18.19881 7.68200
C -12.85929 -17.14468 6.93265
O -13.77850 -17.86670 6.14537
C -13.80268 -19.18650 6.53693
O -14.74005 -20.00270 6.42955
O -12.74292 -19.49386 7.24237
F -11.98432 -16.54763 6.14329
H -12.47544 -18.05545 8.73320
H -11.14400 -18.06814 7.72318
H -13.26641 -16.38650 7.60162
C -10.41855 -12.20311 10.31352
C -9.65463 -13.05474 11.30193
O -9.49510 -14.22517 10.46613
C -10.36270 -14.22975 9.44778
O -10.55593 -15.18156 8.73499
O -11.17481 -13.14963 9.60064
F -10.36287 -13.44237 12.30106
H -9.76556 -11.68113 9.61405
H -11.01343 -11.44558 10.82379
H -8.67096 -12.68909 11.59658
C -20.22357 -10.52384 5.17933
O -19.05855 -10.26508 4.48692
P -17.59448 -10.38821 5.21370
O -17.62267 -10.18922 6.67465
O -16.91099 -11.77519 4.71273
C -15.54158 -12.07612 5.09021
O -16.72108 -9.22592 4.51285
C -15.99023 -8.22547 5.16901
H -20.22476 -10.70059 6.25490
H -20.71296 -11.34939 4.66254
H -20.91559 -9.68173 5.18647
H -15.46373 -12.85351 5.85028
H -15.08619 -11.14715 5.43332
H -15.05180 -12.43123 4.18352
H -15.22812 -7.85967 4.48090
H -15.38442 -8.47835 6.03915
H -16.63446 -7.42076 5.52327
C -21.49988 -11.38529 13.71461
O -20.65186 -10.26216 14.07780
P -19.13236 -10.14435 13.57873
O -18.96853 -10.43645 12.15581
O -18.24534 -11.03905 14.59740
C -18.44560 -11.08850 15.96797
O -18.78518 -8.63711 14.07231
C -17.52900 -8.16024 13.57718
H -21.19046 -11.81588 12.76227
H -22.50480 -10.98514 13.58000
H -21.55648 -12.17399 14.46485
H -19.39274 -10.62681 16.24702
H -17.63356 -10.61631 16.52091
H -18.48184 -12.16005 16.16433
H -16.81800 -8.32613 14.38654
H -17.35962 -7.11391 13.32305
H -17.19341 -8.61675 12.64601
C -15.25920 -11.86290 13.58437
O -14.06594 -11.44046 13.06631
P -13.89186 -10.10240 12.14492
O -12.47147 -9.93310 11.77432
O -14.46600 -8.91856 13.15812
C -13.91369 -7.58130 13.22272
O -14.90935 -10.26379 10.92998
C -15.12058 -9.16389 10.05589
H -16.10928 -11.34317 13.14239
H -15.36426 -11.61343 14.64022
H -15.32331 -12.95087 13.60244
H -14.44731 -6.96577 13.94693
H -14.02513 -7.18623 12.21297
H -12.84243 -7.42124 13.34477
H -15.05569 -8.20206 10.56456
H -16.14762 -9.09253 9.69780
H -14.38605 -9.14301 9.25083
```